Entry from OMol25: a molecular structure, C15H23CrF5N5O4 (ωB97M-V/def2-TZVPD).

Cartesian coordinates (Å):
Cr (-0.39, 0.03, -0.38)
C (4.50, -1.51, -1.45)
N (3.36, -0.65, -1.76)
C (3.51, 0.26, -2.91)
C (2.23, -0.64, -1.10)
O (1.29, 0.15, -1.39)
C (2.03, -1.61, 0.06)
O (0.64, -1.54, 0.37)
C (0.16, -2.09, 1.60)
C (-1.23, -1.51, 1.80)
O (-1.63, -0.61, 1.02)
N (-1.96, -1.97, 2.79)
C (-1.46, -3.02, 3.69)
C (-3.31, -1.45, 3.02)
H (5.40, -0.90, -1.40)
H (4.38, -2.01, -0.50)
H (4.62, -2.26, -2.23)
H (3.80, 1.25, -2.57)
H (4.28, -0.14, -3.56)
H (2.57, 0.33, -3.46)
H (2.29, -2.63, -0.22)
H (2.62, -1.29, 0.92)
H (0.12, -3.18, 1.53)
H (0.81, -1.81, 2.43)
H (-1.33, -3.96, 3.16)
H (-0.53, -2.72, 4.16)
H (-2.20, -3.17, 4.47)
H (-3.65, -0.89, 2.15)
H (-3.98, -2.28, 3.19)
H (-3.31, -0.80, 3.89)
F (-1.03, -0.24, -3.07)
C (-1.37, -0.87, -1.90)
F (-2.72, -0.69, -1.75)
C (-1.14, -2.37, -2.11)
F (-1.51, -3.03, -0.99)
F (-1.81, -2.87, -3.13)
F (0.17, -2.60, -2.30)
C (0.65, 4.16, 1.79)
N (-0.21, 3.72, 0.68)
C (-1.00, 4.59, -0.02)
C (-1.81, 4.18, -1.02)
C (-1.83, 2.79, -1.35)
N (-1.04, 1.95, -0.65)
C (-0.25, 2.40, 0.36)
O (0.42, 1.54, 0.97)
N (-2.59, 2.33, -2.31)
H (0.64, 5.24, 1.83)
H (1.67, 3.81, 1.62)
H (0.29, 3.74, 2.73)
H (-0.94, 5.63, 0.27)
H (-2.42, 4.88, -1.56)
H (-3.18, 2.95, -2.84)
H (-2.62, 1.34, -2.55)

**Expectation value of S²**: 3.788
**Energy**: -2703.5570 Ha
**ΔE to the lowest compared entry with this formula, charge and spin**: 1.78 kcal per mole
**Net charge**: +2
**Kohn-Sham gap (spin up / spin down)**: 0.365 / 0.354 hartree
**HOMO energy (spin up / spin down)**: -15.34 / -15.34 eV
**Multiplicity**: 4

Electronic structure analysis, natural (NBO) charges in units of e: atom 1 (Cr): 1.63, atom 2 (C): -0.42, atom 3 (N): -0.33, atom 4 (C): -0.42, atom 5 (C): 0.67, atom 6 (O): -0.69, atom 7 (C): -0.15, atom 8 (O): -0.54, atom 9 (C): -0.15, atom 10 (C): 0.67, atom 11 (O): -0.70, atom 12 (N): -0.33, atom 13 (C): -0.43, atom 14 (C): -0.42, atom 15 (H): 0.24, atom 16 (H): 0.21, atom 17 (H): 0.24, atom 18 (H): 0.23, atom 19 (H): 0.23, atom 20 (H): 0.24, atom 21 (H): 0.24, atom 22 (H): 0.23, atom 23 (H): 0.24, atom 24 (H): 0.23, atom 25 (H): 0.23, atom 26 (H): 0.22, atom 27 (H): 0.25, atom 28 (H): 0.25, atom 29 (H): 0.23, atom 30 (H): 0.23, atom 31 (F): -0.35, atom 32 (C): 0.31, atom 33 (F): -0.35, atom 34 (C): 0.91, atom 35 (F): -0.33, atom 36 (F): -0.28, atom 37 (F): -0.33, atom 38 (C): -0.40, atom 39 (N): -0.38, atom 40 (C): 0.13, atom 41 (C): -0.34, atom 42 (C): 0.50, atom 43 (N): -0.65, atom 44 (C): 0.76, atom 45 (O): -0.70, atom 46 (N): -0.70, atom 47 (H): 0.23, atom 48 (H): 0.24, atom 49 (H): 0.23, atom 50 (H): 0.25, atom 51 (H): 0.26, atom 52 (H): 0.43, atom 53 (H): 0.43

=====

Entry from OMol25: a molecular structure, C17H26N6NbO8Rb at a distorted geometry (ωB97M-V/def2-TZVPD).

Cartesian coordinates (Å):
N (-1.90, -0.30, 0.02)
C (-2.91, -0.87, 0.37)
O (-3.91, -1.39, 0.73)
Rb (-1.25, 2.59, 2.31)
Nb (0.13, -0.13, 0.13)
N (0.18, 1.65, -0.81)
N (0.76, -1.52, -1.15)
C (-0.40, 2.41, -1.92)
C (0.18, -2.53, -2.02)
C (-0.08, 3.90, -1.76)
C (0.18, 1.95, -3.26)
C (-1.92, 2.23, -1.95)
C (-0.47, -3.64, -1.18)
C (1.26, -3.18, -2.90)
C (-0.90, -1.89, -2.90)
H (-0.40, 4.26, -0.77)
H (-0.62, 4.47, -2.52)
H (0.99, 4.10, -1.89)
H (1.26, 2.16, -3.33)
H (-0.32, 2.50, -4.07)
H (0.01, 0.87, -3.43)
H (-2.22, 1.18, -2.05)
H (-2.31, 2.79, -2.81)
H (-2.39, 2.65, -1.05)
H (0.26, -4.13, -0.53)
H (-0.90, -4.40, -1.86)
H (-1.28, -3.25, -0.56)
H (1.96, -3.78, -2.30)
H (1.82, -2.42, -3.45)
H (0.78, -3.85, -3.62)
H (-1.32, -2.66, -3.56)
H (-0.47, -1.10, -3.53)
H (-1.71, -1.47, -2.29)
C (1.63, 1.84, -0.60)
H (2.04, 0.99, 0.02)
H (2.20, 1.85, -1.55)
H (1.86, 2.75, -0.03)
C (2.06, -1.85, -0.53)
H (2.25, -1.20, 0.36)
H (2.11, -2.90, -0.19)
H (2.89, -1.66, -1.23)
O (-1.38, -1.15, 7.49)
N (-0.62, -0.19, 7.23)
O (-0.21, 0.62, 8.09)
C (-0.20, -0.02, 5.85)
C (-0.65, -0.95, 4.91)
C (-0.16, -0.85, 3.61)
C (0.63, 0.25, 3.21)
O (0.56, 0.63, 1.92)
C (1.07, 1.18, 4.19)
C (0.64, 1.05, 5.51)
N (1.64, 2.49, 3.82)
O (1.67, 3.35, 4.73)
O (2.06, 2.74, 2.66)
N (-0.77, -1.64, 2.59)
O (-1.76, -2.32, 2.82)
O (-0.14, -1.78, 1.44)
H (-1.37, -1.72, 5.15)
H (0.92, 1.80, 6.25)

**Energy**: -1674.1185 Ha
**ΔE to the lowest compared entry with this formula, charge and spin**: 0.00 kcal per mole
**Net charge**: +2
**Kohn-Sham gap**: 0.217 hartree
**HOMO energy**: -14.94 eV

Electronic structure analysis, natural (NBO) charges in units of e: atom 1 (N): -0.85, atom 2 (C): 0.89, atom 3 (O): -0.43, atom 4 (Rb): 0.98, atom 5 (Nb): 1.95, atom 6 (N): -0.66, atom 7 (N): -0.59, atom 8 (C): 0.11, atom 9 (C): 0.11, atom 10 (C): -0.61, atom 11 (C): -0.62, atom 12 (C): -0.61, atom 13 (C): -0.62, atom 14 (C): -0.63, atom 15 (C): -0.61, atom 16 (H): 0.19, atom 17 (H): 0.25, atom 18 (H): 0.22, atom 19 (H): 0.21, atom 20 (H): 0.25, atom 21 (H): 0.21, atom 22 (H): 0.22, atom 23 (H): 0.25, atom 24 (H): 0.19, atom 25 (H): 0.21, atom 26 (H): 0.25, atom 27 (H): 0.21, atom 28 (H): 0.22, atom 29 (H): 0.22, atom 30 (H): 0.25, atom 31 (H): 0.25, atom 32 (H): 0.22, atom 33 (H): 0.21, atom 34 (C): -0.41, atom 35 (H): 0.19, atom 36 (H): 0.25, atom 37 (H): 0.25, atom 38 (C): -0.43, atom 39 (H): 0.20, atom 40 (H): 0.25, atom 41 (H): 0.25, atom 42 (O): -0.32, atom 43 (N): 0.48, atom 44 (O): -0.31, atom 45 (C): 0.02, atom 46 (C): -0.08, atom 47 (C): -0.01, atom 48 (C): 0.38, atom 49 (O): -0.76, atom 50 (C): -0.05, atom 51 (C): -0.07, atom 52 (N): 0.48, atom 53 (O): -0.31, atom 54 (O): -0.36, atom 55 (N): 0.51, atom 56 (O): -0.18, atom 57 (O): -0.46, atom 58 (H): 0.31, atom 59 (H): 0.32

=====

Entry from OMol25: C5H6O2 in the gas phase (ωB97M-V/def2-TZVPD).

Cartesian coordinates (Å):
C (-0.81, -2.02, -1.65)
C (-0.62, -0.95, -1.11)
C (-0.34, 0.10, -0.13)
C (-0.03, -0.62, 1.20)
O (0.79, 0.85, -0.62)
C (0.94, 2.10, -0.15)
O (0.24, 2.64, 0.67)
H (-0.96, -2.98, -2.10)
H (-1.18, 0.79, -0.03)
H (1.03, -0.52, 1.45)
H (-0.23, -1.69, 1.06)
H (-0.66, -0.25, 2.02)
H (1.81, 2.56, -0.64)

**Energy**: -344.5243 Ha
**SMILES string**: C#C[C@@H](C)OC=O
**ΔE to the lowest compared entry with this formula, charge and spin**: 48.70 kcal per mole
**Kohn-Sham gap**: 0.417 hartree
**HOMO energy**: -10.38 eV

Electronic structure analysis, natural (NBO) charges in units of e: atom 1 (C): -0.21, atom 2 (C): -0.03, atom 3 (C): 0.00, atom 4 (C): -0.62, atom 5 (O): -0.49, atom 6 (C): 0.65, atom 7 (O): -0.58, atom 8 (H): 0.24, atom 9 (H): 0.23, atom 10 (H): 0.23, atom 11 (H): 0.23, atom 12 (H): 0.23, atom 13 (H): 0.13

=====

Entry from OMol25: 2 unconnected molecules or ions with the total composition C2H4NO2S at a distorted geometry (ωB97M-V/def2-TZVPD).

Cartesian coordinates (Å):
C (0.88, -0.35, 0.32)
C (-0.01, -1.34, -0.59)
N (-1.19, 0.49, 0.83)
O (-0.73, 2.29, -0.58)
O (0.06, 0.36, 1.23)
S (-1.58, -0.72, -0.13)
H (1.72, -0.85, 0.87)
H (1.31, 0.50, -0.29)
H (-0.51, 1.98, -1.45)
H (0.06, -2.36, -0.21)

**Energy**: -681.8383 Ha
**ΔE to the lowest compared entry with this formula, charge and spin**: 156.75 kcal per mole
**Net charge**: -1
**Kohn-Sham gap (spin up / spin down)**: 0.235 / 0.222 hartree
**HOMO energy (spin up / spin down)**: -2.89 / -2.46 eV

Electronic structure analysis, natural (NBO) charges in units of e: atom 1 (C): -0.14, atom 2 (C): -0.80, atom 3 (N): -0.18, atom 4 (O): -1.12, atom 5 (O): -0.33, atom 6 (S): 0.65, atom 7 (H): 0.17, atom 8 (H): 0.19, atom 9 (H): 0.40, atom 10 (H): 0.17